No. 1
# C2H10N4

2 unconnected molecules or ions with the total composition C2H10N4 at a distorted geometry (ωB97M-V with the def2-TZVPD basis set, the OMol25 dataset).

Summary:
E_HOMO (spin up / spin down) ... -18.17 / -18.17 eV
ΔE to the lowest compared entry with this formula, charge and spin ... 3.528 eV
Kohn-Sham gap (spin up / spin down) ... 7.8591 / 7.8599 eV
Charge ... +2
Strongest force on any atom ... 0.078 hartree/bohr

Each line ends with the Löwdin charge.
Geometry (Å):
C (-1.257, -0.278, 0.358)  0.120
C (2.450, 1.029, -0.224)  -0.025
N (-2.485, 0.181, 0.402)  -0.022
N (1.618, -0.033, 0.016)  0.045
N (-3.451, -0.083, -0.508)  0.144
N (2.076, -1.210, 0.019)  0.251
H (-0.665, -0.737, -0.392)  0.079
H (-0.745, 0.099, 1.225)  0.095
H (3.152, 0.912, -1.032)  0.124
H (1.865, 1.888, -0.325)  0.086
H (3.183, 1.257, 0.679)  0.207
H (-2.780, 0.720, 1.254)  0.224
H (-4.413, 0.310, -0.381)  0.184
H (-3.086, -0.573, -1.301)  0.135
H (2.999, -1.523, -0.236)  0.179
H (1.538, -1.958, 0.448)  0.173

Cartesian forces (eV/Å) of the 3 atoms listed first:
-1.8 2.6 2.2
2.8 1.2 0.9
0.3 -1.2 -0.7

---

No. 2
# C2H10N4O

A molecular structure, C2H10N4O at a distorted geometry (ωB97M-V with the def2-TZVPD basis set, the OMol25 dataset).

Summary:
E_HOMO ... -7.90 eV
ΔE to the lowest compared entry with this formula, charge and spin ... 4.641 eV
Kohn-Sham gap ... 8.7245 eV
Strongest force on any atom ... 0.039 hartree/bohr

Each line ends with the Löwdin charge.
Geometry (Å):
C (-1.131, 1.773, 0.561)  -0.072
N (-1.207, 0.449, -0.080)  0.026
H (-1.699, 0.460, -0.971)  0.133
H (-1.320, -0.319, 0.630)  0.134
H (-2.091, 2.007, 1.022)  0.084
H (-0.830, 2.518, -0.172)  0.085
H (-0.368, 1.744, 1.335)  0.083
C (0.318, -0.233, -0.593)  -0.545
N (0.998, -1.410, 1.716)  -0.049
N (0.070, -0.965, -1.766)  0.092
O (0.038, -1.500, 0.669)  -0.334
N (1.315, 0.546, -0.368)  0.058
H (1.702, -2.114, 1.488)  0.056
H (1.470, -0.507, 1.557)  0.036
H (-0.146, -1.934, -1.562)  0.084
H (0.800, -0.869, -2.459)  0.086
H (2.082, 0.356, -1.007)  0.042

Cartesian forces (eV/Å) of the 3 atoms listed first:
0.2 -0.3 0.0
2.0 -0.4 0.0
-0.5 -0.4 0.6

---

No. 3
# C2H10N5

2 unconnected molecules or ions with the total composition C2H10N5 (ωB97M-V with the def2-TZVPD basis set, the OMol25 dataset).

Summary:
E_HOMO ... -13.38 eV
ΔE to the lowest compared entry with this formula, charge and spin ... 0.289 eV
Kohn-Sham gap ... 10.4161 eV
Charge ... +1
Strongest force on any atom ... 0.012 hartree/bohr

Each line ends with the Löwdin charge.
Geometry (Å):
N (-0.917, 1.136, 0.234)  0.199
C (-0.286, 1.424, -0.908)  -0.472
N (0.818, 0.762, -1.234)  0.218
N (-0.762, 2.369, -1.717)  0.209
H (-0.781, 0.200, 0.631)  0.070
H (-1.859, 1.489, 0.311)  0.129
H (1.311, 0.203, -0.553)  0.114
H (1.351, 1.025, -2.049)  0.137
H (-0.318, 2.596, -2.588)  0.133
H (-1.704, 2.697, -1.591)  0.132
N (-0.474, -1.491, 1.612)  0.037
C (0.815, -1.962, 1.395)  -0.369
N (1.132, -2.480, 0.289)  0.077
H (-0.742, -1.396, 2.579)  0.101
H (-1.171, -1.968, 1.055)  0.107
H (1.506, -1.768, 2.218)  0.126
H (2.081, -2.835, 0.317)  0.052

Cartesian forces (eV/Å) of the 3 atoms listed first:
-0.3 -0.1 -0.5
0.0 -0.2 0.0
0.4 0.2 -0.1

---

No. 4
# C2H10NO

2 unconnected molecules or ions with the total composition C2H10NO (ωB97M-V with the def2-TZVPD basis set, the OMol25 dataset).

Summary:
E_HOMO ... -15.67 eV
ΔE to the lowest compared entry with this formula, charge and spin ... 0.606 eV
Kohn-Sham gap ... 12.2712 eV
Charge ... +1
Strongest force on any atom ... 0.019 hartree/bohr

Each line ends with the Löwdin charge.
Geometry (Å):
O (-0.032, -2.446, -0.007)  -0.056
H (-0.193, -3.193, 0.582)  0.063
H (1.488, 0.330, 0.091)  0.179
H (-0.638, -2.597, -0.742)  0.056
C (0.020, 1.070, -1.206)  -0.001
N (0.635, 0.887, 0.117)  -0.032
C (-0.297, 0.314, 1.157)  0.011
H (-0.639, 0.241, -1.431)  0.100
H (-0.611, 1.951, -1.194)  0.112
H (0.751, 1.143, -1.998)  0.110
H (0.926, 1.788, 0.502)  0.179
H (-0.928, 1.145, 1.435)  0.110
H (0.317, -0.102, 1.948)  0.112
H (-0.798, -0.530, 0.746)  0.057

Cartesian forces (eV/Å) of the 3 atoms listed first:
-0.2 0.0 -0.1
0.1 0.0 0.0
-0.1 -0.3 -0.3

---

Which value of strongest force on any atom does entry 4 give? 0.019 hartree/bohr

---

Which of these has the highest ΔE to the lowest compared entry with this formula, charge and spin? C2H10N4O

---

Which value of strongest force on any atom does entry 3 give? 0.012 hartree/bohr

---

ΔE to the lowest compared entry with this formula, charge and spin of number 3 (C2H10N5)? 0.289 eV